# C46H52Br2IN5O10

A 5-piece molecular cluster, C46H52Br2IN5O10 overall at a distorted geometry (the ωB97M-V functional and the def2-TZVPD basis, the OMol25 dataset).

Element x y z (Å)
C: 4.825 -0.338 1.614
C: 3.813 -0.865 0.392
C: 4.160 -0.094 -1.013
C: 2.908 -0.090 -2.107
N: 1.665 -0.796 -1.616
C: 0.564 0.211 -1.220
I: 1.270 1.961 -0.026
O: 0.010 0.514 -2.582
C: -1.227 -0.315 -2.640
O: -1.533 -1.097 -3.675
C: -2.018 -0.088 -1.184
C: -3.160 -1.260 -1.248
C: -4.417 -0.968 -2.257
C: -5.809 -1.102 -1.340
Br: -4.638 -2.394 -3.700
C: -2.431 1.492 -1.301
C: -3.427 2.054 -0.131
C: -3.416 1.204 1.272
Br: -5.307 2.374 -0.857
C: -0.664 -0.366 -0.241
C: -0.303 -1.905 0.184
C: -1.235 -2.535 1.384
C: -0.951 -1.825 2.872
C: 0.408 -0.947 3.207
C: 0.555 -0.353 4.758
C: -0.627 -0.670 5.859
C: -2.007 -1.542 5.529
C: -2.147 -2.123 4.003
H: 4.228 -0.256 2.644
H: 5.246 0.736 1.402
H: 5.714 -1.073 1.808
H: 2.727 -0.694 0.799
H: 4.085 -2.019 0.255
H: 4.497 1.020 -0.815
H: 5.113 -0.648 -1.468
H: 2.702 0.989 -2.561
H: 3.310 -0.733 -3.029
H: 1.324 -1.413 -2.385
H: -2.637 -2.279 -1.560
H: -3.603 -1.379 -0.170
H: -4.452 0.108 -2.715
H: -5.664 -0.605 -0.269
H: -5.993 -2.255 -1.123
H: -6.734 -0.596 -1.863
H: -2.989 1.678 -2.336
H: -1.496 2.233 -1.329
H: -3.047 3.150 0.151
H: -2.305 1.076 1.676
H: -4.029 0.208 1.259
H: -3.949 1.901 2.082
H: -0.514 0.290 0.715
H: -0.374 -2.571 -0.786
H: 0.814 -1.935 0.603
H: -0.859 -3.660 1.525
H: -2.375 -2.613 1.136
H: 1.258 -0.758 2.418
H: 1.539 0.257 4.975
H: -0.467 -0.266 6.947
H: -2.822 -1.770 6.340
H: -3.103 -2.777 3.721
C: 0.020 0.009 -7.553
C: 0.178 -0.024 -6.166
C: 1.453 -0.140 -5.610
C: 2.569 -0.219 -6.455
C: 2.412 -0.194 -7.848
C: 1.132 -0.080 -8.392
N: 3.914 -0.315 -5.876
O: 4.010 -0.354 -4.640
O: 4.877 -0.349 -6.656
H: -0.976 0.105 -7.982
H: -0.693 0.044 -5.519
H: 1.560 -0.164 -4.528
H: 3.269 -0.259 -8.515
H: 1.000 -0.057 -9.472
C: -7.144 0.368 8.109
C: -7.419 -0.671 7.219
C: -6.833 -0.679 5.951
C: -5.966 0.360 5.586
C: -5.695 1.408 6.476
C: -6.289 1.407 7.739
N: -5.327 0.343 4.265
O: -5.607 -0.591 3.500
O: -4.541 1.262 3.992
H: -7.599 0.368 9.098
H: -8.088 -1.476 7.514
H: -7.057 -1.496 5.269
H: -5.028 2.224 6.204
H: -6.082 2.215 8.438
C: 2.051 4.603 1.950
C: 1.956 5.050 3.269
C: 2.298 6.366 3.588
C: 2.731 7.230 2.574
C: 2.834 6.782 1.250
C: 2.492 5.464 0.943
N: 3.067 8.622 2.899
O: 2.981 8.975 4.084
O: 3.413 9.364 1.969
H: 1.778 3.578 1.705
H: 1.613 4.373 4.049
H: 2.219 6.699 4.621
H: 3.173 7.441 0.454
H: 2.566 5.107 -0.082
C: 5.722 -4.208 -5.214
C: 5.216 -3.164 -4.439
C: 4.618 -3.433 -3.207
C: 4.534 -4.758 -2.757
C: 5.034 -5.809 -3.537
C: 5.628 -5.528 -4.769
N: 3.929 -5.046 -1.451
O: 3.481 -4.090 -0.799
O: 3.904 -6.226 -1.073
H: 6.193 -3.993 -6.172
H: 5.292 -2.138 -4.794
H: 4.229 -2.608 -2.614
H: 4.971 -6.843 -3.202
H: 6.022 -6.337 -5.380

The SMILES is CCCCN[C@@]1(I)OC(=O)C(C[C@H](C)Br)(C[C@H](C)Br)[C@H]1CCc1ccccc1.O=[N+]([O-])c1ccccc1.O=[N+]([O-])c1ccccc1.O=[N+]([O-])c1ccccc1.O=[N+]([O-])c1ccccc1. As for the net charge: 0. The HOMO energy is -8.498 eV. The value obtained for the gap between HOMO and LUMO is 0.275 Ha.